Here is C13H25N9O3 in the gas phase from the OMol25 dataset. Energies are from ωB97M-V/def2-TZVPD.

Positions of all 50 atoms, in Å:
O (-4.217, 2.937, 5.144)
O (-2.034, 0.588, -0.562)
O (0.206, 4.290, 1.211)
N (3.433, -5.140, -4.145)
N (-0.989, 4.139, 2.993)
C (-3.724, 4.057, 5.280)
C (-0.886, 0.880, -0.674)
C (-0.513, 3.580, 1.825)
C (3.559, -5.183, -2.798)
C (-2.098, 3.711, 3.563)
N (-4.169, 4.789, 6.371)
N (4.368, -6.218, -2.482)
N (-2.504, 4.339, 4.721)
N (2.649, -4.704, -1.938)
N (-2.776, 2.713, 2.905)
N (-0.913, -1.907, -1.847)
N (-0.251, 1.734, 0.170)
C (1.183, 2.034, 0.156)
C (1.697, -3.764, -2.337)
C (2.258, -2.376, -2.839)
C (-0.188, 0.427, -1.946)
C (1.113, -1.423, -3.054)
C (-2.404, 2.158, 1.627)
C (0.219, -1.045, -1.857)
C (-0.924, 2.240, 1.412)
H (4.080, -5.635, -4.643)
H (-4.353, 4.126, 7.127)
H (-3.671, 5.647, 6.551)
H (3.853, -6.668, -1.729)
H (4.701, -6.849, -3.260)
H (-1.940, 5.202, 5.024)
H (2.489, -5.141, -0.985)
H (-3.500, 2.308, 3.454)
H (-1.421, -1.606, -1.037)
H (-1.379, -1.730, -2.720)
H (1.672, 1.145, -0.283)
H (1.521, 2.878, -0.349)
H (1.712, 1.986, 1.191)
H (0.896, -3.571, -1.592)
H (1.134, -4.288, -3.067)
H (3.013, -1.985, -2.170)
H (2.646, -2.494, -3.879)
H (-0.848, 0.665, -2.843)
H (0.695, 1.015, -2.051)
H (0.445, -1.709, -3.904)
H (1.574, -0.545, -3.435)
H (-2.821, 1.126, 1.466)
H (-2.817, 2.839, 0.913)
H (0.744, -1.245, -0.860)
H (-0.519, 1.676, 2.184)

Cartesian forces, eV/Å:
-0.32 0.84 -0.97
-2.95 -0.98 1.01
2.14 1.07 -2.37
-3.41 4.98 3.53
-1.42 0.20 2.32
0.12 -2.77 2.80
1.76 1.17 -1.81
-0.95 1.82 1.09
-0.98 -2.70 -7.41
2.43 -1.02 -3.83
0.46 0.26 -0.95
1.47 -1.93 3.14
0.25 2.15 -0.05
1.45 -0.93 3.60
-0.18 0.73 2.66
0.25 -0.88 0.34
-0.21 1.54 1.62
1.38 -3.65 1.67
-1.24 2.19 -0.35
-1.29 -2.09 -1.30
0.11 0.62 -0.04
-0.77 0.57 0.09
-0.91 -0.44 -1.00
1.49 -0.14 0.21
0.46 -1.39 -0.75
2.25 -1.59 -0.99
-0.13 0.86 -0.23
-0.12 -0.10 0.52
1.11 -1.02 0.03
-1.04 1.34 1.61
-1.12 -2.02 -1.05
0.92 0.75 -1.96
-0.73 -0.49 0.11
-1.26 -0.15 -0.11
-0.92 -0.10 0.07
-0.12 0.42 -0.19
0.02 1.63 -0.76
-1.52 0.47 -1.35
1.00 -0.21 0.20
-0.72 0.24 -1.61
0.17 0.07 0.20
0.42 -0.28 1.05
0.63 -0.55 1.25
0.74 0.45 -0.42
0.41 -0.31 0.67
0.40 1.18 -0.26
0.42 1.32 0.44
-0.78 0.05 -1.01
-0.19 0.50 -1.21
1.00 -1.66 1.73

The SMILES is [H]/N=C(\N)NCCC[C@H](N)CC(=O)N(C)[C@@H]1CNC(NC(N)=O)=NC1=O. Its LUMO energy is 0.16 eV. Its spin multiplicity is 1. The calculation puts the frontier orbital gap at 0.2971 Eh. The calculation puts the relative energy (zero: lowest compared OMol25 entry of this formula, charge and spin) at 74.2 kcal per mole.

List of Löwdin charges in e, atom by atom:
1. O 0.04
2. O 0.07
3. O 0.11
4. N 0.08
5. N 0.16
6. C -0.55
7. C -0.48
8. C -0.50
9. C -0.54
10. C -0.32
11. N 0.15
12. N 0.07
13. N 0.17
14. N 0.01
15. N 0.10
16. N 0.05
17. N 0.01
18. C -0.05
19. C -0.23
20. C -0.16
21. C -0.08
22. C -0.19
23. C -0.11
24. C -0.43
25. C -0.18
26. H -0.04
27. H 0.12
28. H 0.09
29. H 0.08
30. H 0.13
31. H 0.20
32. H 0.18
33. H 0.10
34. H 0.06
35. H 0.08
36. H 0.08
37. H 0.07
38. H 0.14
39. H 0.11
40. H 0.10
41. H 0.11
42. H 0.11
43. H 0.16
44. H 0.08
45. H 0.14
46. H 0.09
47. H 0.15
48. H 0.13
49. H 0.17
50. H 0.14

Here is 3 unconnected molecules or ions with the total composition C13H26F3NO3 from the OMol25 dataset. Energies are from ωB97M-V/def2-TZVPD.

Positions of all 46 atoms, in Å:
C (5.047, 2.603, 2.546)
C (3.937, 2.106, 1.581)
N (3.240, 0.913, 2.156)
C (2.450, 1.244, 3.387)
C (1.757, 0.050, 3.973)
C (2.434, 0.201, 1.106)
C (1.288, 0.977, 0.584)
H (5.811, 1.852, 2.747)
H (4.594, 2.869, 3.501)
H (5.516, 3.499, 2.139)
H (3.180, 2.887, 1.515)
H (4.466, 2.119, 0.628)
H (3.051, 1.749, 4.143)
H (1.604, 1.797, 2.979)
H (2.284, -0.776, 4.450)
H (1.072, 0.471, 4.709)
H (0.985, -0.140, 3.227)
H (1.887, -0.683, 1.433)
H (3.044, -0.097, 0.253)
H (1.602, 1.947, 0.199)
H (0.441, 1.129, 1.253)
H (0.778, 0.402, -0.189)
C (-4.530, 0.650, -4.303)
C (-3.843, -0.147, -3.284)
O (-2.405, -0.101, -3.387)
C (-1.657, -1.048, -3.991)
O (-2.116, -2.135, -4.446)
C (-0.124, -0.824, -3.993)
F (0.211, 0.084, -3.122)
F (0.531, -1.980, -3.784)
F (0.269, -0.207, -5.165)
H (-4.070, 0.536, -5.284)
H (-4.390, 1.714, -4.109)
H (-5.601, 0.468, -4.390)
H (-4.219, -1.160, -3.421)
H (-4.206, 0.053, -2.276)
C (-2.727, -1.752, 1.948)
C (-1.850, -2.241, 0.717)
O (-0.669, -1.955, 0.694)
C (-2.516, -2.892, -0.581)
H (-2.586, -2.544, 2.684)
H (-3.741, -1.689, 1.555)
H (-2.376, -0.803, 2.353)
H (-3.131, -2.187, -1.141)
H (-3.069, -3.813, -0.395)
H (-1.652, -3.141, -1.196)

Cartesian forces, eV/Å:
-0.79 0.00 0.15
0.07 0.52 2.07
1.00 -1.04 -0.96
0.67 -0.60 -1.80
-1.59 0.71 0.27
-0.12 0.09 0.94
-1.32 1.13 -1.08
-0.08 -0.10 -0.22
0.23 0.13 0.05
0.05 0.00 -0.01
-0.01 0.56 -0.19
-0.66 -1.37 -0.40
-0.05 0.26 -0.46
-0.01 1.16 0.70
0.14 0.01 -0.67
0.25 0.06 0.72
0.30 -1.48 -0.10
1.05 -0.50 0.71
0.46 0.09 0.32
-0.26 0.08 -0.23
0.28 0.19 0.62
0.33 0.05 -0.47
0.24 2.12 -1.23
-0.79 -2.61 0.20
1.42 0.22 -0.13
-3.34 -4.38 -0.94
1.71 4.17 1.46
-0.04 1.10 -1.26
0.42 0.21 1.92
-0.53 1.16 -0.43
-0.47 -1.65 0.13
-0.11 -0.46 -0.08
-0.20 0.19 0.13
0.13 -0.25 0.23
0.67 -0.47 -0.14
0.88 0.65 0.19
0.72 -1.17 -1.93
-0.25 1.51 -0.30
-0.83 -0.63 -0.04
1.31 0.17 1.24
-0.46 0.09 0.22
-0.18 -0.02 0.60
0.11 -0.15 -0.24
-0.12 0.12 0.32
-0.15 0.17 0.21
-0.11 -0.04 -0.11

The SMILES is CCOC(=O)C(F)(F)F.CCN(CC)CC.CC(C)=O. Its LUMO energy is 0.48 eV. Its spin multiplicity is 1. The calculation puts the frontier orbital gap at 0.3066 Eh.

List of Löwdin charges in e, atom by atom:
1. C -0.10
2. C -0.25
3. N -0.16
4. C -0.25
5. C -0.09
6. C -0.25
7. C -0.13
8. H 0.07
9. H 0.05
10. H 0.07
11. H 0.10
12. H 0.11
13. H 0.10
14. H 0.10
15. H 0.08
16. H 0.07
17. H 0.05
18. H 0.09
19. H 0.12
20. H 0.07
21. H 0.07
22. H 0.06
23. C -0.08
24. C -0.24
25. O 0.03
26. C -0.29
27. O 0.10
28. C -0.53
29. F 0.19
30. F 0.18
31. F 0.12
32. H 0.09
33. H 0.08
34. H 0.09
35. H 0.12
36. H 0.13
37. C -0.01
38. C -0.41
39. O 0.04
40. C 0.00
41. H 0.08
42. H 0.06
43. H 0.07
44. H 0.06
45. H 0.07
46. H 0.07

Here is a molecular structure, C13H26HgN5O9P2 from the OMol25 dataset. Energies are from ωB97M-V/def2-TZVPD.

Positions of all 56 atoms, in Å:
Hg (-1.221, -0.255, -0.521)
C (1.360, -4.257, -0.500)
C (0.294, -4.098, 0.581)
C (-1.103, -4.135, -0.054)
C (0.464, -2.848, 1.432)
C (-0.296, -2.697, 2.593)
C (-0.148, -1.587, 3.414)
C (0.733, -0.557, 3.080)
C (0.894, 0.653, 3.969)
C (1.491, -0.708, 1.925)
C (1.376, -1.842, 1.126)
H (1.189, -5.184, -1.049)
H (2.366, -4.302, -0.074)
H (1.321, -3.432, -1.216)
H (0.374, -4.949, 1.265)
H (-1.215, -3.299, -0.750)
H (-1.899, -4.069, 0.692)
H (-1.243, -5.058, -0.621)
H (-0.990, -3.482, 2.880)
H (-0.722, -1.522, 4.336)
H (1.606, 0.457, 4.774)
H (-0.053, 0.935, 4.436)
H (1.262, 1.510, 3.404)
H (2.202, 0.062, 1.640)
H (2.007, -1.931, 0.256)
N (-2.585, 0.285, 1.928)
N (-2.660, 1.629, 2.268)
C (-2.924, 2.539, 1.284)
N (-3.123, 3.810, 1.700)
N (-3.009, 2.077, 0.065)
N (-3.187, 3.037, -0.923)
O (-2.595, 4.120, -0.854)
O (-3.855, 2.697, -1.866)
H (-3.473, -0.189, 2.034)
H (-1.840, -0.180, 2.432)
H (-2.894, 1.882, 3.213)
H (-2.863, 4.054, 2.640)
H (-2.984, 4.517, 0.995)
C (2.748, 1.999, -3.608)
C (1.434, 1.268, -3.334)
O (0.786, 0.969, -4.581)
P (0.294, 2.364, -2.450)
O (0.320, 3.763, -3.227)
O (1.046, 2.728, -1.090)
O (-1.073, 1.860, -2.192)
P (1.744, -0.375, -2.493)
O (2.755, 0.029, -1.284)
O (2.478, -1.154, -3.521)
O (0.471, -0.941, -1.910)
H (2.563, 2.862, -4.248)
H (3.419, 1.314, -4.126)
H (3.231, 2.324, -2.685)
H (1.058, 0.074, -4.832)
H (-0.523, 3.932, -3.672)
H (1.549, 3.549, -1.133)
H (3.644, -0.249, -1.545)

Cartesian forces, eV/Å:
-0.02 0.21 -0.24
0.03 -0.01 0.04
-0.05 0.09 -0.02
0.03 0.02 0.02
0.06 -0.09 0.03
0.04 -0.02 0.08
-0.10 0.03 -0.03
0.02 0.00 0.04
-0.01 -0.05 -0.04
0.02 0.01 -0.04
-0.09 0.01 0.10
0.01 0.04 0.01
-0.06 0.03 -0.02
-0.02 -0.03 -0.01
-0.02 -0.03 0.01
0.00 0.01 -0.01
0.06 0.01 -0.02
0.01 0.01 0.03
0.03 0.05 -0.02
0.02 0.00 -0.06
-0.01 -0.01 -0.02
0.02 -0.02 -0.01
-0.01 -0.03 0.00
-0.06 -0.02 -0.02
-0.03 0.06 -0.07
-0.01 -0.09 0.12
0.13 0.05 -0.16
0.14 -0.10 0.08
-0.07 -0.01 0.09
-0.16 0.28 0.01
0.30 0.05 -0.58
-0.27 -0.20 0.07
0.00 0.07 0.31
0.01 -0.07 -0.01
0.02 -0.02 0.09
-0.09 0.01 0.09
0.04 -0.05 0.05
0.02 0.04 -0.07
0.13 -0.04 0.08
-0.25 -0.15 -0.19
-0.01 0.09 0.27
-0.59 -0.09 0.24
-0.12 -0.06 -0.14
0.14 0.09 0.04
0.51 -0.21 -0.10
0.22 0.16 -0.39
-0.10 -0.16 0.06
-0.14 -0.01 0.09
0.18 0.19 0.14
-0.01 -0.03 0.01
0.01 -0.01 -0.01
0.00 -0.01 -0.03
0.10 0.01 -0.01
0.09 -0.01 0.09
-0.01 -0.03 0.02
-0.05 0.04 0.02

The expectation value of S² is 0.753. Its LUMO energy (alpha / beta) is 0.08 / -1.42 eV. Its spin multiplicity is 2. The calculation puts the frontier orbital gap (alpha / beta) at 0.2858 / 0.2801 Eh. The calculation puts the relative energy (zero: lowest compared OMol25 entry of this formula, charge and spin) at 5.0 kcal per mole.

List of Löwdin charges in e, atom by atom:
1. Hg 1.05
2. C -0.07
3. C -0.38
4. C -0.07
5. C -0.21
6. C -0.05
7. C -0.09
8. C -0.30
9. C -0.05
10. C -0.04
11. C -0.06
12. H 0.08
13. H 0.09
14. H 0.07
15. H 0.14
16. H 0.05
17. H 0.07
18. H 0.08
19. H 0.12
20. H 0.11
21. H 0.08
22. H 0.07
23. H 0.08
24. H 0.11
25. H 0.09
26. N -0.01
27. N -0.03
28. C -0.43
29. N 0.18
30. N 0.11
31. N -0.45
32. O 0.00
33. O 0.08
34. H 0.10
35. H 0.04
36. H 0.14
37. H 0.11
38. H 0.08
39. C -0.08
40. C -0.60
41. O -0.06
42. P 0.46
43. O -0.10
44. O -0.12
45. O -0.35
46. P 0.30
47. O -0.16
48. O -0.29
49. O -0.48
50. H 0.08
51. H 0.09
52. H 0.08
53. H 0.08
54. H 0.10
55. H 0.09
56. H 0.08

Here is a molecular structure, C13H26N6O6Yb from the OMol25 dataset. Energies are from ωB97M-V/def2-TZVPD.

Positions of all 52 atoms, in Å:
O (-0.037, -2.303, -2.371)
H (0.416, -3.034, -1.852)
Yb (0.052, -0.647, -0.836)
N (2.154, -0.101, 0.340)
N (1.342, -2.472, 0.013)
N (-0.090, 1.742, -1.116)
N (-1.679, 0.084, -2.271)
O (2.640, 1.111, 0.400)
O (0.772, 2.653, -0.553)
O (-2.526, -0.760, -3.017)
O (1.100, -3.671, -0.381)
C (2.047, -2.295, 1.161)
C (2.529, -0.967, 1.332)
C (-1.278, 2.252, -1.471)
C (-2.175, 1.310, -2.118)
C (3.322, -0.559, 2.523)
H (2.672, -0.410, 3.400)
H (3.852, 0.376, 2.315)
H (4.052, -1.338, 2.778)
C (2.204, -3.372, 2.166)
H (2.072, -4.346, 1.686)
H (1.451, -3.275, 2.965)
H (3.193, -3.325, 2.636)
C (-1.712, 3.655, -1.214)
C (-3.531, 1.714, -2.577)
H (-0.877, 4.245, -0.830)
H (-2.532, 3.676, -0.481)
H (-2.089, 4.112, -2.138)
H (-4.125, 0.829, -2.818)
H (-3.459, 2.347, -3.473)
H (-4.043, 2.301, -1.803)
H (1.543, 2.064, -0.208)
H (-2.004, -1.580, -3.134)
C (1.059, -1.231, -2.751)
H (1.891, -1.166, -2.021)
H (0.575, -0.259, -2.971)
H (1.471, -1.609, -3.691)
O (4.216, 1.902, -1.917)
H (3.803, 2.716, -2.257)
H (3.699, 1.687, -1.106)
C (-0.406, 1.027, 2.677)
C (-1.428, 0.047, 2.244)
N (-1.445, -0.662, 1.122)
C (-2.609, -1.419, 1.132)
C (-3.292, -1.165, 2.295)
N (-2.528, -0.237, 2.980)
H (-0.350, 1.853, 1.955)
H (-0.679, 1.417, 3.666)
H (0.580, 0.543, 2.733)
H (-2.858, -2.079, 0.312)
H (-4.221, -1.558, 2.663)
H (-2.734, 0.179, 3.884)

Cartesian forces, eV/Å:
1.45 3.02 -0.34
0.52 -0.80 0.69
0.27 0.01 4.32
0.16 -2.13 1.94
1.53 0.69 2.22
-1.70 2.19 -0.12
-2.08 1.65 -0.62
-0.33 1.83 -0.27
-0.90 -1.00 -0.40
0.73 0.17 0.59
-1.21 -0.71 -1.12
-2.21 -0.73 -2.17
-1.30 2.63 -2.03
2.74 -0.58 1.33
0.43 -2.91 -0.62
0.50 0.26 -0.17
0.14 -0.07 -0.23
-0.18 -0.22 0.09
-0.18 0.24 0.01
0.44 -0.50 -0.01
0.05 0.21 0.15
0.16 0.03 -0.22
-0.23 -0.15 -0.05
0.25 0.22 -0.06
-0.18 -0.09 -0.13
-0.23 -0.13 -0.11
0.20 -0.08 -0.16
0.08 -0.07 0.20
0.11 0.27 0.02
0.00 -0.14 0.17
0.19 -0.12 -0.16
0.69 -0.16 0.35
-0.15 0.35 0.12
0.05 -2.75 -2.57
-0.22 -0.27 -0.03
-0.01 -0.45 -0.11
0.09 0.36 0.28
-0.82 0.29 0.17
0.35 -0.44 0.20
0.40 0.03 -0.32
0.23 0.06 0.02
-0.44 -0.27 0.16
0.18 0.16 -0.64
-0.23 0.34 0.86
0.49 -0.09 -0.75
0.13 -0.12 -0.35
0.11 -0.13 0.27
0.23 0.01 -0.31
-0.24 0.26 -0.02
-0.06 0.02 0.21
-0.02 0.02 0.10
0.02 -0.24 -0.36

The expectation value of S² is 0.768. Its LUMO energy (alpha / beta) is -4.55 / -4.55 eV. Its spin multiplicity is 2. The calculation puts the frontier orbital gap (alpha / beta) at 0.1818 / 0.1811 Eh. Its total charge is +1. The calculation puts the relative energy (zero: lowest compared OMol25 entry of this formula, charge and spin) at 0.0 kcal per mole.

List of Löwdin charges in e, atom by atom:
1. O -0.21
2. H 0.05
3. Yb 1.66
4. N -0.19
5. N -0.24
6. N -0.06
7. N -0.09
8. O -0.26
9. O -0.04
10. O -0.02
11. O -0.19
12. C -0.29
13. C -0.28
14. C -0.24
15. C -0.23
16. C -0.02
17. H 0.09
18. H 0.08
19. H 0.09
20. C -0.02
21. H 0.08
22. H 0.10
23. H 0.08
24. C 0.01
25. C 0.01
26. H 0.09
27. H 0.11
28. H 0.10
29. H 0.09
30. H 0.12
31. H 0.10
32. H 0.04
33. H 0.10
34. C -0.09
35. H 0.09
36. H 0.08
37. H 0.13
38. O -0.09
39. H 0.03
40. H -0.01
41. C 0.02
42. C -0.37
43. N -0.03
44. C -0.12
45. C -0.05
46. N 0.12
47. H 0.09
48. H 0.10
49. H 0.08
50. H 0.11
51. H 0.12
52. H 0.18

spin multiplicity of number 4 (C13H26N6O6Yb)? 2

What is the formula in the first record? C13H25N9O3